Entry 1:
The following is a quantum chemistry calculation of 2 unconnected molecules or ions with the total composition C15H35BBr2O6P, from OMol25.

Positions of all 60 atoms, in Å:
C  5.07  -2.43  1.18
C  3.56  -2.29  1.28
O  2.99  -1.97  0.05
P  2.32  -0.36  -0.12
C  2.97  -0.36  -1.90
C  4.44  -0.65  -2.10
C  4.82  -1.07  -3.52
Br  5.56  0.92  -1.60
O  1.62  1.24  -0.26
C  0.24  1.28  -0.48
C  -0.08  1.85  -1.86
C  0.27  3.34  -2.12
C  1.04  4.11  -1.06
Br  2.98  4.00  -1.25
C  -0.25  -0.16  -0.26
B  -1.58  -0.82  -0.82
O  -1.99  -2.01  -0.24
O  -2.34  -0.32  -1.83
C  -3.45  -1.05  -2.33
O  0.78  -0.99  -0.75
H  5.52  -1.49  0.85
H  5.34  -3.20  0.45
H  5.52  -2.70  2.14
H  3.13  -3.24  1.65
H  3.31  -1.52  2.03
H  3.49  0.26  0.42
H  1.74  -0.52  1.20
H  2.71  0.60  -2.35
H  2.42  -1.14  -2.43
H  4.77  -1.39  -1.38
H  5.08  -0.21  -4.14
H  3.98  -1.58  -3.99
H  5.67  -1.75  -3.52
H  -0.23  1.93  0.29
H  -1.15  1.71  -2.03
H  0.43  1.22  -2.59
H  -0.67  3.88  -2.26
H  0.81  3.43  -3.06
H  0.83  5.17  -1.13
H  0.83  3.77  -0.05
H  -0.30  -0.29  0.85
H  -1.26  -2.36  0.29
H  -4.23  -1.15  -1.56
H  -3.85  -0.51  -3.18
H  -3.16  -2.06  -2.63
C  -4.91  -0.72  1.38
C  -3.73  -0.31  2.24
O  -3.85  0.98  2.82
C  -4.93  1.16  3.71
C  -4.89  0.25  4.93
H  -5.10  0.03  0.61
H  -4.68  -1.67  0.89
H  -5.82  -0.85  1.96
H  -2.83  -0.25  1.62
H  -3.53  -1.06  3.01
H  -5.89  1.03  3.19
H  -4.87  2.20  4.02
H  -5.02  -0.80  4.66
H  -5.70  0.52  5.61
H  -3.94  0.35  5.45

- Charge: -1
- Multiplicity: 1
- E: -178461.4112 eV

For each atom in turn, the Löwdin charge in e is:
1. C -0.102
2. C -0.391
3. O -0.363
4. P 0.604
5. C -0.294
6. C -0.740
7. C -0.163
8. Br 0.580
9. O -0.329
10. C -0.373
11. C -0.127
12. C -0.262
13. C -0.599
14. Br 0.596
15. C -0.261
16. B -0.604
17. O 0.147
18. O 0.034
19. C -0.070
20. O -0.251
21. H 0.056
22. H 0.067
23. H 0.062
24. H 0.102
25. H 0.083
26. H 0.026
27. H 0.046
28. H 0.073
29. H 0.083
30. H 0.044
31. H 0.051
32. H 0.069
33. H 0.066
34. H 0.144
35. H 0.101
36. H 0.118
37. H 0.098
38. H 0.089
39. H 0.039
40. H 0.045
41. H 0.121
42. H 0.112
43. H 0.074
44. H 0.088
45. H 0.094
46. C -0.074
47. C -0.261
48. O -0.151
49. C -0.290
50. C -0.085
51. H 0.084
52. H 0.073
53. H 0.064
54. H 0.104
55. H 0.114
56. H 0.105
57. H 0.116
58. H 0.064
59. H 0.072
60. H 0.081

***

Entry 2:
The following is a quantum chemistry calculation of a molecular structure, H4NO3PS at a distorted geometry, from OMol25.

Positions of all 10 atoms, in Å:
N  2.01  0.56  0.63
O  -1.67  -1.41  -0.94
O  -2.26  0.55  0.25
O  2.82  -0.30  0.24
P  -1.07  -0.45  0.35
S  0.30  0.71  -0.85
H  1.44  0.20  1.48
H  2.18  1.54  0.59
H  -1.14  -2.25  -1.13
H  -2.60  0.84  -0.62

- Multiplicity: 1
- E: -27819.1332 eV
- ΔE to the lowest compared entry with this formula, charge and spin: 64.01 kcal per mole

For each atom in turn, the Löwdin charge in e is:
1. N -0.296
2. O -0.412
3. O -0.388
4. O -0.141
5. P 0.485
6. S 0.391
7. H 0.125
8. H 0.082
9. H 0.082
10. H 0.072

***

Entry 3:
The following is a quantum chemistry calculation of C4H7NO2 in the gas phase at a distorted geometry, from OMol25.

Positions of all 14 atoms, in Å:
C  -0.38  0.56  0.16
C  0.68  -0.50  0.40
C  3.03  -0.04  0.51
C  -1.74  -0.08  -0.18
N  -0.22  1.80  0.05
O  1.89  -0.15  -0.22
O  4.01  0.22  -0.25
H  0.65  -0.62  1.56
H  0.49  -1.50  0.00
H  0.63  2.30  0.21
H  -2.60  0.46  0.40
H  -1.78  -1.18  0.17
H  -1.78  -0.07  -1.25
H  3.59  0.27  -1.10

- Multiplicity: 1
- E: -9843.4427 eV
- ΔE to the lowest compared entry with this formula, charge and spin: 88.48 kcal per mole

For each atom in turn, the Löwdin charge in e is:
1. C -0.420
2. C -0.189
3. C -0.175
4. C -0.054
5. N 0.156
6. O -0.109
7. O 0.099
8. H 0.168
9. H 0.123
10. H 0.044
11. H 0.112
12. H 0.085
13. H 0.067
14. H 0.095

***

Entry 4:
The following is a quantum chemistry calculation of a molecular structure, C3H3AgO3 at a distorted geometry, from OMol25.

Positions of all 10 atoms, in Å:
O  -0.79  -0.29  -2.65
C  -0.33  -0.76  -1.42
C  -0.89  -0.08  -0.40
O  -0.53  -0.46  0.92
C  0.64  -0.16  1.37
O  0.52  0.10  2.67
H  -1.65  -0.68  -2.81
H  -1.01  1.01  -0.43
H  1.34  0.52  2.97
Ag  2.70  0.80  -0.22

- Charge: -1
- Multiplicity: 2
- E: -13295.6686 eV
- ΔE to the lowest compared entry with this formula, charge and spin: 92.65 kcal per mole

For each atom in turn, the Löwdin charge in e is:
1. O -0.183
2. C -0.284
3. C -0.283
4. O -0.138
5. C -0.302
6. O 0.011
7. H 0.044
8. H 0.088
9. H 0.077
10. Ag -0.029

***

Entry 5:
The following is a quantum chemistry calculation of a gas-phase ion, C4H9N4O2 (charge +1) at a distorted geometry, from OMol25.

Positions of all 19 atoms, in Å:
C  -0.68  -1.04  -0.60
C  -0.64  -0.95  1.76
C  0.34  0.93  0.67
C  0.53  -0.08  -0.63
N  -1.03  -1.49  0.52
N  -0.37  0.32  1.70
N  -1.01  -1.55  2.87
N  0.60  0.76  -1.85
O  -0.35  2.09  0.16
O  1.73  -0.68  -0.43
H  -1.08  -1.35  -1.56
H  1.48  1.12  0.95
H  -1.43  -2.47  2.80
H  -0.75  -1.15  3.87
H  1.53  0.75  -2.38
H  0.50  1.60  -1.33
H  -0.33  0.67  -2.32
H  -0.43  2.66  0.91
H  1.82  -1.54  -0.82

- Charge: +1
- Multiplicity: 3
- E: -14338.1164 eV
- ΔE to the lowest compared entry with this formula, charge and spin: 0.00 kcal per mole

For each atom in turn, the Löwdin charge in e is:
1. C -0.120
2. C -0.449
3. C -0.274
4. C -0.452
5. N 0.127
6. N 0.241
7. N 0.197
8. N 0.269
9. O 0.004
10. O 0.066
11. H 0.111
12. H 0.206
13. H 0.126
14. H 0.205
15. H 0.229
16. H 0.099
17. H 0.189
18. H 0.102
19. H 0.125

***

Entry 6:
The following is a quantum chemistry calculation of a molecular structure, C3H5CdO3 at a distorted geometry, from OMol25.

Positions of all 12 atoms, in Å:
H  -1.09  -1.74  0.80
O  1.21  -1.19  -0.21
C  0.12  -0.70  -0.55
C  -1.99  0.28  0.65
O  0.07  0.66  -0.45
O  -1.19  -1.15  0.04
C  -1.26  1.23  -0.26
H  -1.69  0.35  1.70
H  -3.05  0.13  0.44
H  -1.11  2.22  0.19
H  -1.72  1.29  -1.25
Cd  2.05  0.55  0.32

- Charge: +2
- Multiplicity: 2
- E: -13875.1269 eV
- ΔE to the lowest compared entry with this formula, charge and spin: 49.14 kcal per mole

For each atom in turn, the Löwdin charge in e is:
1. H 0.190
2. O -0.048
3. C -0.441
4. C 0.181
5. O -0.163
6. O 0.127
7. C -0.065
8. H 0.150
9. H 0.160
10. H 0.166
11. H 0.166
12. Cd 1.578

***

Entry 7:
The following is a quantum chemistry calculation of a molecular structure, C40H45GaO3SSb at a distorted geometry, from OMol25.

Positions of all 91 atoms, in Å:
Ga  0.49  -0.29  -0.81
C  1.13  -3.50  0.84
C  1.00  -3.19  -0.64
O  0.32  -2.14  -1.00
C  1.63  -4.04  -1.59
C  1.52  -3.78  -2.94
C  2.08  -4.55  -3.91
C  2.72  -5.75  -3.46
C  2.96  -6.01  -2.08
C  2.40  -5.13  -1.16
H  0.65  -2.77  1.49
H  2.14  -3.72  1.08
H  0.72  -4.47  1.02
H  0.89  -2.96  -3.31
H  1.97  -4.33  -5.02
H  3.00  -6.56  -4.12
H  3.33  -6.95  -1.69
H  2.50  -5.38  -0.17
C  -7.54  2.01  -0.70
C  -6.13  1.41  -0.85
C  -5.97  0.24  -1.59
C  -4.70  -0.23  -1.88
C  -4.59  -1.54  -2.59
C  -3.60  0.42  -1.20
C  -2.33  -0.17  -1.43
O  -1.19  0.35  -1.24
C  -3.73  1.62  -0.43
C  -2.56  2.36  0.15
C  -5.06  2.02  -0.25
H  -8.18  1.49  -1.41
H  -7.36  3.00  -1.02
H  -7.80  2.14  0.35
H  -6.82  -0.21  -2.03
H  -5.42  -1.72  -3.28
H  -4.37  -2.41  -1.92
H  -3.68  -1.49  -3.28
H  -2.31  -1.18  -1.89
H  -1.90  2.76  -0.64
H  -1.95  1.65  0.76
H  -2.96  3.13  0.82
H  -5.33  2.84  0.49
C  4.29  1.97  -1.78
C  3.91  1.36  -3.13
S  2.20  1.07  -3.31
O  1.76  0.41  -1.92
C  1.56  2.80  -3.50
C  0.44  3.22  -2.53
H  3.74  2.94  -1.65
H  5.38  2.12  -1.88
H  4.07  1.26  -0.96
H  4.39  0.41  -3.24
H  4.15  2.03  -3.97
H  1.32  2.74  -4.53
H  2.58  3.44  -3.41
H  -0.40  2.49  -2.56
H  -0.02  4.16  -2.95
H  0.85  3.50  -1.58
C  -3.07  -1.02  4.02
C  -2.07  -0.36  4.73
C  -0.97  0.22  4.03
C  -0.79  -0.09  2.74
C  -1.75  -0.79  2.04
C  -2.89  -1.19  2.67
Sb  0.95  0.47  1.71
C  2.49  -0.72  2.44
C  2.32  -1.60  3.52
C  3.35  -2.50  3.77
C  4.62  -2.36  3.11
C  4.83  -1.40  2.13
C  3.77  -0.51  1.92
C  1.26  2.49  2.12
C  2.50  3.16  1.86
C  2.52  4.54  1.87
C  1.39  5.24  2.18
C  0.18  4.61  2.43
C  0.12  3.23  2.38
H  -3.86  -1.39  4.64
H  -2.13  -0.19  5.77
H  -0.28  0.90  4.56
H  -1.76  -1.09  1.00
H  -3.60  -1.81  2.13
H  1.32  -1.65  3.98
H  3.30  -3.29  4.46
H  5.48  -2.96  3.30
H  5.87  -1.08  1.77
H  3.96  0.32  1.18
H  3.32  2.55  1.62
H  3.44  5.12  1.72
H  1.46  6.30  2.40
H  -0.64  5.27  2.57
H  -0.84  2.69  2.66

- Charge: +3
- Multiplicity: 1
- E: -118074.9484 eV

For each atom in turn, the Löwdin charge in e is:
1. Ga 0.348
2. C 0.043
3. C -0.219
4. O -0.026
5. C -0.170
6. C -0.022
7. C -0.023
8. C 0.025
9. C 0.006
10. C 0.016
11. H 0.080
12. H 0.088
13. H 0.108
14. H 0.132
15. H 0.148
16. H 0.123
17. H 0.127
18. H 0.094
19. C 0.015
20. C -0.202
21. C 0.032
22. C -0.171
23. C -0.036
24. C -0.095
25. C -0.105
26. O -0.073
27. C -0.140
28. C -0.009
29. C 0.014
30. H 0.093
31. H 0.079
32. H 0.109
33. H 0.124
34. H 0.100
35. H 0.117
36. H 0.099
37. H 0.137
38. H 0.088
39. H 0.062
40. H 0.099
41. H 0.155
42. C -0.097
43. C -0.416
44. S 1.107
45. O -0.498
46. C -0.320
47. C -0.098
48. H 0.094
49. H 0.104
50. H 0.064
51. H 0.098
52. H 0.125
53. H 0.073
54. H 0.143
55. H 0.076
56. H 0.116
57. H 0.066
58. C -0.029
59. C -0.008
60. C -0.109
61. C -0.416
62. C -0.163
63. C -0.069
64. Sb 1.648
65. C -0.398
66. C -0.110
67. C -0.034
68. C -0.033
69. C -0.070
70. C -0.147
71. C -0.350
72. C -0.089
73. C -0.064
74. C -0.054
75. C -0.053
76. C -0.144
77. H 0.123
78. H 0.110
79. H 0.130
80. H 0.082
81. H 0.127
82. H 0.111
83. H 0.102
84. H 0.109
85. H 0.148
86. H 0.089
87. H 0.070
88. H 0.130
89. H 0.127
90. H 0.113
91. H 0.114

***

Entry 8:
The following is a quantum chemistry calculation of 7 unconnected molecules or ions with the total composition C2H18O8 at a distorted geometry, from OMol25.

Positions of all 28 atoms, in Å:
O  15.05  -3.94  -8.37
H  15.95  -4.21  -8.58
H  14.87  -3.15  -8.82
O  11.68  -2.07  -5.06
H  12.51  -2.45  -5.39
H  11.43  -2.29  -4.18
O  14.13  -2.14  -6.32
H  14.07  -2.81  -7.03
H  14.79  -2.53  -5.74
O  15.75  -3.28  -4.63
H  16.19  -3.04  -3.86
H  15.17  -3.98  -4.40
O  13.44  0.63  -4.93
H  13.27  -0.23  -5.24
H  13.95  0.59  -4.10
O  13.11  -4.99  -6.69
H  13.17  -5.21  -7.58
H  14.00  -5.19  -6.39
C  15.87  0.51  -8.03
C  17.15  -0.11  -8.58
O  17.16  0.02  -9.95
O  16.01  0.60  -6.62
H  15.06  -0.10  -8.31
H  15.63  1.47  -8.38
H  17.23  -1.17  -8.43
H  18.07  0.45  -8.36
H  17.79  0.70  -10.15
H  15.20  0.36  -6.18

- SMILES string: OCCO.O.O.O.O.O.O
- Multiplicity: 1
- E: -18744.8089 eV
- ΔE to the lowest compared entry with this formula, charge and spin: 23.68 kcal per mole

For each atom in turn, the Löwdin charge in e is:
1. O -0.016
2. H 0.068
3. H 0.027
4. O -0.061
5. H -0.005
6. H 0.015
7. O -0.070
8. H 0.020
9. H -0.019
10. O 0.026
11. H 0.038
12. H 0.054
13. O -0.039
14. H -0.029
15. H 0.061
16. O -0.020
17. H -0.004
18. H 0.027
19. C -0.221
20. C -0.261
21. O -0.070
22. O -0.069
23. H 0.096
24. H 0.104
25. H 0.112
26. H 0.127
27. H 0.081
28. H 0.028